{
  "formula": "C38H108N6O20",
  "method": "ωB97M-V/def2-TZVPD",
  "elements": ["C", "C", "C", "O", "C", "N", "H", "H", "H", "H", "H", "H", "H", "H", "H", "H", "H", "C", "C", "C", "O", "C", "N", "H", "H", "H", "H", "H", "H", "H", "H", "H", "H", "H", "C", "C", "C", "O", "C", "N", "H", "H", "H", "H", "H", "H", "H", "H", "H", "H", "H", "C", "C", "C", "O", "C", "N", "H", "H", "H", "H", "H", "H", "H", "H", "H", "H", "H", "C", "C", "C", "O", "C", "N", "H", "H", "H", "H", "H", "H", "H", "H", "H", "H", "H", "C", "C", "C", "O", "C", "N", "H", "H", "H", "H", "H", "H", "H", "H", "H", "H", "H", "C", "C", "O", "O", "H", "H", "H", "H", "H", "H", "C", "C", "O", "O", "H", "H", "H", "H", "H", "H", "C", "C", "O", "O", "H", "H", "H", "H", "H", "H", "C", "C", "O", "O", "H", "H", "H", "H", "H", "H", "C", "C", "O", "O", "H", "H", "H", "H", "H", "H", "C", "C", "O", "O", "H", "H", "H", "H", "H", "H", "C", "C", "O", "O", "H", "H", "H", "H", "H", "H"],
  "positions_angstrom": [[3.2852, -1.3000, 0.7724], [4.2288, -2.4204, 0.2637], [3.5042, -3.7384, 0.2351], [4.3936, -4.8171, -0.2397], [3.8730, -6.0813, -0.0400], [4.6824, -2.1132, -1.0752], [2.4040, -1.2740, 0.1313], [3.5714, -0.2552, 0.6522], [2.9985, -1.6361, 1.7688], [5.0923, -2.4704, 0.9270], [2.5845, -3.6709, -0.3461], [3.1354, -4.0028, 1.2261], [4.4688, -6.8695, -0.5003], [2.9984, -6.3159, -0.6467], [3.7122, -6.2525, 1.0244], [5.1328, -2.9607, -1.3898], [5.3612, -1.3690, -0.9999], [-4.7055, -2.5620, -0.0736], [-5.2936, -1.1753, -0.1838], [-4.3724, -0.0450, -0.7359], [-4.9745, 1.2440, -0.7888], [-5.1978, 1.8602, 0.4494], [-6.5417, -1.2483, -1.0031], [-4.5145, -3.0009, -1.0529], [-5.3731, -3.1661, 0.5407], [-3.6908, -2.4386, 0.3048], [-5.7046, -0.9378, 0.7974], [-3.9857, -0.1754, -1.7466], [-3.5358, 0.0174, -0.0400], [-4.2791, 1.8835, 1.0355], [-6.0603, 1.3437, 0.8707], [-5.3449, 2.9327, 0.3221], [-6.2241, -1.5027, -1.9275], [-6.7583, -0.2739, -1.1573], [-3.5700, 5.8996, -0.7452], [-2.7704, 5.0274, 0.2139], [-1.4236, 4.5445, -0.3809], [-1.4634, 4.0685, -1.6821], [-2.3123, 2.9298, -1.8267], [-2.5870, 5.5729, 1.5632], [-2.9621, 6.7745, -0.9756], [-4.4716, 6.2682, -0.2560], [-3.8504, 5.4891, -1.7152], [-3.3278, 4.0965, 0.3181], [-0.8419, 3.8659, 0.2430], [-0.7195, 5.3764, -0.3628], [-2.3263, 2.2193, -1.0003], [-2.0731, 2.3872, -2.7413], [-3.3435, 3.2679, -1.9285], [-2.2124, 4.8377, 2.1456], [-1.8361, 6.2399, 1.4567], [-0.5566, 1.9533, 4.7147], [-1.6887, 2.8543, 4.2424], [-1.4539, 4.3251, 4.6081], [-0.2020, 4.7933, 4.0630], [0.0196, 6.1855, 4.2946], [-1.8510, 2.6719, 2.8063], [0.3832, 2.3943, 4.3824], [-0.5854, 0.9580, 4.2713], [-0.5798, 1.8267, 5.7971], [-2.6420, 2.4876, 4.6231], [-1.3366, 4.3107, 5.6917], [-2.3106, 4.9417, 4.3363], [-0.0575, 6.4682, 5.3444], [-0.7898, 6.6730, 3.7510], [1.0052, 6.3926, 3.8778], [-1.7323, 1.6923, 2.5905], [-1.0598, 3.0597, 2.3128], [1.8611, -3.5925, 4.1536], [1.1098, -2.4531, 4.8542], [1.9730, -1.3088, 5.3794], [2.8282, -0.7751, 4.3253], [3.7739, 0.1517, 4.7417], [0.2486, -1.9334, 3.7808], [2.6897, -4.0211, 4.7174], [2.3223, -3.1931, 3.2503], [1.2183, -4.3962, 3.7944], [0.5284, -2.8385, 5.6918], [2.6461, -1.5757, 6.1941], [1.2706, -0.5165, 5.6383], [4.2368, 0.6596, 3.8956], [4.5558, -0.3358, 5.3240], [3.3953, 0.9424, 5.3894], [0.8788, -1.8186, 3.0000], [-0.3349, -2.7367, 3.5955], [1.0327, 2.6805, -3.5285], [1.8428, 3.2656, -4.7411], [1.1310, 3.1139, -6.1092], [1.0132, 1.6421, -6.3641], [0.6882, 1.2675, -7.6857], [2.0214, 4.6662, -4.4076], [0.0085, 3.0461, -3.4548], [1.4867, 2.9994, -2.5903], [0.9392, 1.6006, -3.6434], [2.8499, 2.8486, -4.7509], [1.7347, 3.6324, -6.8540], [0.1475, 3.5830, -6.1383], [0.8881, 1.9232, -8.5332], [-0.3803, 1.0587, -7.7377], [1.1360, 0.2793, -7.7904], [2.5518, 4.5845, -3.5520], [2.7545, 5.0516, -4.9857], [-1.7130, -3.2900, -4.2491], [-2.4133, -3.7609, -2.9952], [-3.8013, -4.1002, -3.2215], [-1.5688, -4.3271, -5.2063], [-0.7375, -2.8556, -4.0306], [-2.2344, -2.5081, -4.8013], [-2.2086, -3.0612, -2.1849], [-1.9451, -4.6997, -2.6996], [-3.9341, -4.6908, -3.9666], [-2.4618, -4.6766, -5.2519], [2.1975, 3.3503, 1.6576], [3.6973, 3.8240, 1.4368], [4.0404, 3.9064, 0.0754], [1.4195, 4.4779, 1.5735], [2.0507, 2.9831, 2.6734], [1.8976, 2.6082, 0.9178], [4.3320, 3.0699, 1.9022], [3.9082, 4.7911, 1.8932], [3.4243, 4.4905, -0.3728], [0.9051, 4.4572, 2.3837], [2.6076, -4.1036, -3.4061], [2.3273, -4.2147, -4.8752], [3.0214, -5.2892, -5.4118], [1.9887, -5.1539, -2.6865], [2.1543, -3.2019, -2.9943], [3.6776, -4.1455, -3.2023], [2.6410, -3.3542, -5.4660], [1.2673, -4.3886, -5.0602], [3.8802, -4.9618, -5.6893], [2.4942, -5.9515, -2.8597], [0.1399, 0.0319, -0.4668], [-0.5162, -0.8417, 0.6093], [-1.0450, -0.1913, 1.7806], [0.3756, -0.7940, -1.6138], [0.9781, 0.4830, 0.0643], [-0.4509, 0.9027, -0.7511], [0.1313, -1.6797, 0.8673], [-1.3231, -1.3332, 0.0657], [-0.6767, -0.6663, 2.5291], [1.2249, -0.6089, -2.0213], [-4.3763, 0.0578, 3.6548], [-3.9372, -1.4056, 3.2268], [-3.9620, -2.3508, 4.2815], [-5.6631, 0.0367, 4.2144], [-4.3261, 0.7780, 2.8382], [-3.6776, 0.2866, 4.4595], [-2.9553, -1.2511, 2.7795], [-4.4790, -1.8477, 2.3907], [-4.7280, -2.3071, 4.8585], [-5.7701, 0.9510, 4.4867], [4.5661, 1.3581, -2.1124], [3.9298, 0.3404, -3.0243], [2.9482, -0.4061, -2.3769], [5.5720, 0.8061, -1.3448], [3.8178, 1.8071, -1.4593], [5.0732, 2.0195, -2.8149], [4.6455, -0.3119, -3.5246], [3.4281, 0.8786, -3.8285], [3.4601, -0.9822, -1.8045], [5.9142, 1.5584, -0.8563], [-1.4122, -4.7505, 0.9144], [-0.1764, -4.4532, 0.0214], [-0.0988, -5.4242, -1.0100], [-1.4197, -3.7400, 1.9139], [-1.4151, -5.7427, 1.3657], [-2.3199, -4.6651, 0.3171], [0.7887, -4.3976, 0.5249], [-0.3395, -3.4688, -0.4173], [0.7123, -5.3574, -1.5192], [-1.9412, -4.1058, 2.6321]],
  "atomic_forces_ev_per_a": [[-0.54, -1.23, -0.61], [-0.17, 1.15, 0.23], [0.29, -1.33, 0.22], [-0.35, 2.14, -0.13], [-0.57, -1.14, -0.45], [0.04, -0.15, -0.16], [-0.37, -0.57, 0.04], [0.96, -0.18, 0.63], [-0.13, 0.86, 0.26], [0.03, -0.29, 0.36], [0.18, -0.04, -0.68], [0.27, -0.08, 0.40], [1.17, 0.31, 0.56], [-0.99, 0.75, 0.46], [-0.18, -0.37, 0.01], [0.31, 0.06, -0.52], [0.35, 0.12, -0.26], [0.96, 0.75, -0.57], [-1.54, 0.37, -1.19], [0.04, -0.01, 1.31], [0.03, -0.07, -0.99], [0.22, 0.04, -0.21], [0.75, 0.28, 0.05], [-0.55, -0.19, -0.16], [0.40, -0.21, -0.08], [0.03, -0.41, 0.76], [0.55, 0.53, 0.26], [-0.16, -0.61, -0.01], [0.57, 0.00, 0.06], [0.04, -0.69, 0.53], [0.11, 0.45, 0.91], [-0.69, -0.08, -0.45], [-0.06, -0.55, -0.45], [-0.64, 0.40, 0.08], [0.47, 1.04, 0.41], [-0.03, -2.12, -0.49], [0.55, 1.30, 0.56], [-0.28, -1.02, -0.69], [-0.62, 0.47, -0.40], [-0.06, 0.42, -0.86], [0.01, 0.30, -0.09], [-0.03, -0.10, 0.08], [0.21, -0.50, 0.25], [-0.33, -0.05, 0.37], [-0.62, -0.68, 0.54], [-0.05, 0.58, -0.44], [0.49, 0.10, 0.33], [0.31, 0.15, 0.02], [-0.19, -0.05, -0.04], [-0.12, -0.27, 0.05], [0.20, 0.49, 0.32], [0.17, 0.10, 0.43], [0.37, -0.53, -0.96], [0.59, -0.93, 0.52], [-0.46, -0.48, 0.17], [-0.68, -0.68, -0.62], [-0.09, 0.46, -0.77], [0.18, 0.01, 0.27], [-0.32, -0.01, -0.02], [0.29, 0.09, 0.14], [-0.03, 0.42, 0.67], [-0.18, 0.39, 0.29], [0.12, 0.23, -0.25], [0.19, -0.18, 0.16], [0.24, 0.70, -0.06], [-0.17, 0.28, 0.10], [-0.34, -0.42, -0.10], [0.32, 0.40, -0.09], [1.08, -0.11, 0.33], [1.04, -0.08, -0.97], [0.79, 0.56, -1.02], [-1.22, -0.82, -0.33], [0.53, 0.29, 0.65], [-0.71, 0.30, 1.10], [-0.07, -0.15, 0.28], [0.11, 0.15, 0.01], [-0.26, 0.03, 0.33], [-0.22, 0.16, -0.04], [-0.29, -0.22, 0.34], [0.07, 0.13, 0.48], [-0.14, -0.32, -0.25], [0.32, -0.15, 0.05], [-0.52, 0.12, 0.09], [-0.05, -0.06, -0.38], [-0.36, 0.20, -0.83], [0.08, -0.21, -1.26], [-1.55, -0.32, 0.70], [0.39, -1.85, 0.65], [0.78, 2.76, 0.06], [-0.96, -1.15, 0.49], [0.50, 0.74, 0.08], [0.09, 0.39, -0.43], [0.29, -0.40, 0.06], [0.30, -0.10, 0.38], [-0.16, -0.88, -0.45], [0.20, -0.35, -0.39], [-0.15, -0.07, 0.35], [0.67, 0.33, 0.36], [-0.38, 0.18, -0.04], [0.33, 0.14, -0.51], [-0.27, 0.49, 0.74], [-0.05, 0.32, -0.75], [0.05, 0.76, -0.48], [0.38, -1.37, -0.90], [-0.09, 1.30, 0.73], [0.12, -0.48, 0.25], [0.18, -0.37, 0.19], [-0.47, 0.48, 0.57], [-0.98, 0.21, 0.03], [0.46, 0.05, 0.15], [0.37, -0.09, 0.11], [0.10, -0.40, -0.57], [2.38, 0.46, 0.38], [-1.15, -1.23, 0.33], [0.29, -0.39, -0.54], [-1.51, 1.31, -0.28], [0.52, -0.74, 0.01], [0.23, -0.26, -0.10], [0.32, 0.01, -0.19], [-0.43, -0.02, 0.43], [-0.14, 0.16, 0.06], [-0.64, 0.63, 0.08], [-0.51, 0.65, 0.36], [-0.28, 0.65, -0.37], [0.77, -1.58, -0.57], [0.15, -0.57, 0.05], [0.30, 0.26, -0.05], [0.15, 0.37, -0.06], [-0.29, 0.68, 0.48], [-0.12, 0.06, 0.16], [0.08, -0.24, -0.03], [-0.07, -0.25, -0.14], [0.00, 0.20, 0.72], [-1.14, -0.41, -0.86], [0.55, 0.19, -1.31], [-0.68, 0.07, 1.23], [0.97, -0.14, -0.65], [-0.52, -0.13, 0.02], [0.37, 0.24, 0.20], [-0.51, -0.14, 0.18], [0.08, -0.10, 0.65], [0.61, 0.40, -0.08], [0.84, -2.43, -0.13], [-1.06, 1.43, -0.39], [1.24, -0.11, 0.19], [-0.53, 0.24, 0.05], [0.33, -0.20, -0.12], [0.42, 0.42, -0.07], [0.48, -0.45, 0.69], [-0.64, 0.47, 0.05], [-0.29, 0.53, -0.40], [-0.66, -0.02, 0.29], [-0.31, -0.03, -1.75], [-0.61, 0.68, -0.55], [-0.66, 0.03, -0.09], [1.08, -0.75, 1.32], [-0.16, 0.41, -0.40], [-0.40, 0.95, 0.06], [0.43, -0.05, 0.19], [-0.05, 0.13, -0.02], [0.18, -1.22, 0.51], [0.36, -0.18, 0.37], [1.01, 0.34, -0.67], [-0.53, -0.49, -0.66], [-1.04, -0.43, 0.68], [-0.05, -0.13, 0.42], [0.36, -0.13, -0.09], [-0.01, -0.06, -0.28], [-0.23, -0.14, 0.75], [-0.07, 0.27, -0.04], [0.32, 0.42, -0.21], [-0.26, 0.32, 0.24]],
  "homo_ev": -8.807,
  "relative_energy_kcal_mol": 63.88,
  "lumo_ev": 0.418,
  "charge": 0,
  "orbital_gap_ev": 9.2,
  "e_tot_ev": -91039.593
}